No. 1
Below is the molecule C8H14N4O3 at a distorted geometry, with properties calculated with the ωB97M-V functional and the def2-TZVPD basis.

Atoms and positions in Å:
C (-1.49100, 1.09980, -1.31092)
C (-0.86840, 1.19607, 0.00004)
C (-0.17072, -0.78662, 0.46486)
C (1.27917, -0.43671, 0.25169)
C (-1.79381, 1.78546, 1.00706)
C (-0.97712, -1.79519, -0.35583)
C (1.92352, -1.06157, -1.07834)
C (2.30792, -0.58985, 1.33847)
N (0.39784, 1.73542, 0.04129)
N (1.40517, 1.09555, 0.11567)
N (-0.95812, 1.80947, -2.37020)
N (-0.52427, -0.73280, 1.82956)
O (0.14043, -0.06612, 2.57855)
O (-2.48434, 0.43886, -1.53264)
O (-1.38728, -1.47286, 2.25636)
H (-1.81136, 1.37962, 2.02051)
H (-2.66406, 1.51508, 0.57458)
H (-1.72034, 2.87081, 1.00102)
H (-1.75890, -1.35300, -1.07187)
H (-1.61423, -2.37316, 0.29743)
H (-0.33096, -2.45020, -0.96926)
H (2.85583, -0.57189, -1.20410)
H (1.32666, -0.88349, -1.97287)
H (2.11786, -2.08383, -0.85168)
H (3.23037, -0.61743, 0.86237)
H (2.31889, -1.52383, 1.85583)
H (2.55132, 0.37928, 1.92733)
H (0.03413, 1.97093, -2.43487)
H (-1.33419, 1.52222, -3.27005)

LUMO: -0.58 eV
total energy: -20619.9867 eV
spin multiplicity: 1
energy above the lowest of the compared OMol25 structures with the same formula, charge and spin: 105.7 kcal per mole
HOMO-LUMO gap: 8.895 eV
HOMO level: -9.475 eV
molar mass: 214.23 g mol⁻¹

List of Löwdin charges in e, atom by atom:
1. C -0.5091
2. C -0.2404
3. C -0.1357
4. C -0.4216
5. C 0.0158
6. C -0.0026
7. C -0.0026
8. C -0.0696
9. N 0.0752
10. N 0.1193
11. N 0.1790
12. N -0.4055
13. O 0.0640
14. O 0.0603
15. O 0.0769
16. H 0.0966
17. H 0.0449
18. H 0.1116
19. H 0.0936
20. H 0.0732
21. H 0.0831
22. H 0.0623
23. H 0.0807
24. H 0.0791
25. H 0.0440
26. H 0.0917
27. H 0.1292
28. H 0.0911
29. H 0.1156

No. 2
Below is C4H6OS as an isolated structure at a distorted geometry, with properties calculated with the ωB97M-V functional and the def2-TZVPD basis.

Atoms and positions in Å:
C (0.24485, -1.39051, -0.28203)
C (-0.19514, -0.10362, 0.46220)
C (0.76504, 1.07305, 0.49945)
C (-0.95721, 0.77080, -0.56410)
H (-0.67770, -1.99190, -0.39468)
H (0.90582, -2.01741, 0.33006)
H (0.67212, -1.18716, -1.29641)
H (-0.82182, -0.20884, 1.41489)
H (1.79404, 0.98943, 0.18456)
H (0.66704, 1.62091, 1.39681)
O (-0.06772, 1.77761, -0.44157)
S (-2.32931, 0.66764, -1.30919)

LUMO: 0.62 eV
total energy: -17126.6077 eV
spin multiplicity: 1
energy above the lowest of the compared OMol25 structures with the same formula, charge and spin: 35.1 kcal per mole
HOMO-LUMO gap: 9.494 eV
HOMO level: -8.869 eV
molar mass: 102.16 g mol⁻¹

List of Löwdin charges in e, atom by atom:
1. C -0.0681
2. C -0.2936
3. C -0.1165
4. C -0.9103
5. H 0.0787
6. H 0.0723
7. H 0.1023
8. H 0.1692
9. H 0.1268
10. H 0.1062
11. O -0.0408
12. S 0.7738

No. 3
Below is C19H14BrClN4NiO5 as an isolated structure at a distorted geometry, with properties calculated with the ωB97M-V functional and the def2-TZVPD basis.

Atoms and positions in Å:
Ni (-0.23117, 0.26473, -0.33640)
Br (2.53504, -6.05586, 1.16125)
C (1.94355, -4.48314, 0.29360)
C (1.05959, -4.59097, -0.79251)
C (0.58961, -3.46945, -1.41523)
C (0.96144, -2.16421, -0.98993)
O (0.50663, -1.11789, -1.58242)
C (1.90262, -2.09122, 0.10392)
C (2.30887, -0.82561, 0.58779)
N (1.78625, 0.27578, 0.14333)
C (2.31074, 1.54228, 0.29037)
C (3.54531, 1.85829, 0.82269)
C (3.99419, 3.18688, 0.85592)
C (3.24308, 4.20052, 0.32679)
C (2.00961, 3.91204, -0.29539)
C (1.22837, 4.88504, -0.95347)
C (0.07239, 4.50772, -1.57730)
C (-0.32962, 3.16418, -1.52008)
N (0.35942, 2.23595, -0.90137)
C (1.53205, 2.58024, -0.30218)
C (2.36539, -3.26518, 0.73194)
H (0.73206, -5.57097, -1.11295)
H (-0.10479, -3.54458, -2.24150)
H (3.10173, -0.80919, 1.34103)
H (4.17252, 1.07170, 1.21913)
H (4.95840, 3.40487, 1.29645)
H (3.58040, 5.22868, 0.36140)
H (1.56187, 5.91512, -0.97401)
H (-0.53666, 5.22232, -2.11262)
H (-1.24876, 2.85428, -2.00104)
H (3.02992, -3.19090, 1.58399)
N (-3.92884, 1.05863, 1.29919)
C (-4.34062, 0.93376, -0.00313)
C (-3.21021, 0.99725, -0.75250)
N (-2.11815, 1.14656, 0.07547)
C (-2.59074, 1.16815, 1.30405)
H (-4.50522, 0.96135, 2.11621)
H (-5.37101, 0.81414, -0.28465)
H (-3.10995, 0.93631, -1.82273)
H (-2.00391, 1.25909, 2.20074)
O (-1.83734, -1.68770, 0.40456)
Cl (-1.37120, -1.70324, 1.77325)
O (-0.82116, -2.96789, 2.10218)
O (-2.44996, -1.36642, 2.64916)
O (-0.33892, -0.66592, 1.88053)

LUMO (spin up / spin down): -0.85 / -0.94 eV
total energy: -159730.0325 eV
spin multiplicity: 3
energy above the lowest of the compared OMol25 structures with the same formula, charge and spin: 26.5 kcal per mole
HOMO-LUMO gap (spin up / spin down): 6.611 / 6.519 eV
HOMO level (spin up / spin down): -7.457 / -7.455 eV
molar mass: 552.39 g mol⁻¹

List of Löwdin charges in e, atom by atom:
1. Ni 0.7698
2. Br 0.7210
3. C -0.7015
4. C -0.1058
5. C 0.0009
6. C -0.3555
7. O -0.1047
8. C -0.1451
9. C -0.0491
10. N 0.0274
11. C -0.1825
12. C 0.0016
13. C -0.0668
14. C -0.0385
15. C -0.1498
16. C 0.0023
17. C -0.0372
18. C -0.1033
19. N 0.0663
20. C -0.1287
21. C -0.0901
22. H 0.1034
23. H 0.1198
24. H 0.1368
25. H 0.1076
26. H 0.1090
27. H 0.1132
28. H 0.1217
29. H 0.1084
30. H 0.1083
31. H 0.1120
32. N 0.0939
33. C -0.0712
34. C -0.1284
35. N -0.0128
36. C -0.1884
37. H 0.1634
38. H 0.1156
39. H 0.1091
40. H 0.1335
41. O -0.3468
42. Cl 0.6646
43. O -0.2878
44. O -0.3317
45. O -0.3840

No. 4
Below is C11H18CeI2IrO5SSi as an isolated structure at a distorted geometry, with properties calculated with the ωB97M-V functional and the def2-TZVPD basis.

Atoms and positions in Å:
I (3.03565, -2.02797, 0.27186)
I (5.32988, -0.69410, 0.78662)
Ce (0.53079, 0.66148, 0.20527)
Ir (0.05915, -1.80449, -0.96610)
S (1.39434, -0.41225, -2.36371)
C (-1.17604, -2.80135, -1.95862)
C (-0.52563, -2.24318, 0.76798)
C (0.43194, -0.04150, -3.88441)
C (1.14158, 1.11156, -4.58820)
C (-1.00565, 0.30345, -3.55013)
C (0.49959, -1.28596, -4.76376)
C (-1.34993, 2.18510, 1.56438)
C (-1.04605, 2.50222, -0.79557)
O (-0.91798, -2.68662, 1.77806)
O (-1.85633, -3.56496, -2.52366)
O (-2.16554, 2.83643, 2.06056)
O (-1.83679, 3.27491, -1.17298)
H (0.62124, 1.33784, -5.53242)
H (2.16991, 0.82608, -4.81556)
H (1.15954, 2.01465, -3.97501)
H (-1.52410, 0.52708, -4.49988)
H (-1.08474, 1.17395, -2.89065)
H (-1.48885, -0.54270, -3.05842)
H (0.02849, -1.09090, -5.73765)
H (-0.00279, -2.13277, -4.29285)
H (1.54630, -1.55198, -4.92813)
C (2.62527, 1.78716, 4.16653)
Si (1.64497, 0.23378, 3.74735)
C (2.78452, -1.26778, 3.89234)
C (0.26061, -0.07195, 4.96693)
O (1.14157, 0.40830, 2.17984)
H (3.18450, 1.65297, 5.11015)
H (1.97978, 2.67468, 4.26615)
H (3.35731, 1.96247, 3.35962)
H (3.10613, -1.43918, 4.93348)
H (2.29849, -2.18255, 3.51793)
H (3.67911, -1.07393, 3.27982)
H (-0.37202, 0.80985, 5.15504)
H (-0.38100, -0.90976, 4.66037)
H (0.72560, -0.34768, 5.92691)

LUMO (spin up / spin down): -15.35 / -17.36 eV
total energy: -72571.9263 eV
spin multiplicity: 6
charge: +4
energy above the lowest of the compared OMol25 structures with the same formula, charge and spin: 27.7 kcal per mole
HOMO-LUMO gap (spin up / spin down): 5.821 / 5.053 eV
HOMO level (spin up / spin down): -21.167 / -22.411 eV
molar mass: 876.55 g mol⁻¹

List of Löwdin charges in e, atom by atom:
1. I 0.5948
2. I 0.7633
3. Ce 0.7327
4. Ir 0.6935
5. S 0.6910
6. C -0.2198
7. C -0.3293
8. C -0.8784
9. C -0.0753
10. C -0.0648
11. C -0.0633
12. C 0.0250
13. C -0.0389
14. O 0.1898
15. O 0.2324
16. O 0.2328
17. O 0.2316
18. H 0.1289
19. H 0.1018
20. H 0.0901
21. H 0.1455
22. H 0.0495
23. H 0.0539
24. H 0.1349
25. H 0.0689
26. H 0.1047
27. C -0.0294
28. Si 0.4290
29. C -0.1435
30. C 0.0291
31. O -0.5466
32. H 0.0980
33. H 0.0812
34. H 0.0780
35. H 0.0822
36. H 0.0484
37. H -0.0260
38. H 0.0974
39. H 0.0989
40. H 0.1080

No. 5
Below is C4H8F4MnNO5PS as an isolated structure at a distorted geometry, with properties calculated with the ωB97M-V functional and the def2-TZVPD basis.

Atoms and positions in Å:
O (4.05056, -1.24118, 0.13943)
S (3.40920, -0.55932, -0.90324)
O (4.00996, 0.55930, -1.51473)
F (2.90625, -1.51985, -1.93882)
N (1.89628, 0.00310, -0.38086)
C (1.10538, -1.02839, 0.38166)
C (-0.25572, -1.19799, -0.26504)
O (-1.07645, -0.04789, -0.12157)
C (-2.21663, -0.19764, 0.67342)
C (-3.34434, 0.56256, -0.00704)
F (-3.62744, -0.05365, -1.21275)
F (-2.99696, 1.79112, -0.27513)
F (-4.48011, 0.52775, 0.76925)
P (2.14239, 1.50526, 0.37887)
O (1.12207, 1.71926, 1.54136)
O (1.78709, 2.62045, -0.62677)
H (1.06487, -0.85107, 1.44959)
H (1.61511, -1.97908, 0.25966)
H (-0.07073, -1.32257, -1.32983)
H (-0.70975, -2.12503, 0.07700)
H (-2.04604, 0.24464, 1.65394)
H (-2.55117, -1.22662, 0.80873)
H (1.53815, 1.44190, 2.37805)
H (2.45487, 2.70670, -1.33460)
Mn (-5.72685, -0.33174, -0.60058)

LUMO (spin up / spin down): -7.20 / -9.88 eV
total energy: -78299.2180 eV
spin multiplicity: 6
charge: +2
energy above the lowest of the compared OMol25 structures with the same formula, charge and spin: 0.0 kcal per mole
HOMO-LUMO gap (spin up / spin down): 8.734 / 3.730 eV
HOMO level (spin up / spin down): -15.934 / -13.609 eV
molar mass: 344.08 g mol⁻¹

List of Löwdin charges in e, atom by atom:
1. O -0.1634
2. S 0.5375
3. O -0.2092
4. F -0.0338
5. N -0.2600
6. C -0.1593
7. C -0.1554
8. O -0.0942
9. C -0.0821
10. C -0.5463
11. F 0.0903
12. F 0.2394
13. F 0.0780
14. P 0.8947
15. O -0.0810
16. O -0.0569
17. H 0.1284
18. H 0.1276
19. H 0.1408
20. H 0.1435
21. H 0.1571
22. H 0.1506
23. H 0.1274
24. H 0.1294
25. Mn 0.8970

No. 6
Below is C2H2F2OS as an isolated structure at a distorted geometry, with properties calculated with the ωB97M-V functional and the def2-TZVPD basis.

Atoms and positions in Å:
C (-0.73318, 0.95378, 0.13451)
C (-1.38344, -0.32802, 0.06041)
O (-0.46701, 1.74568, -0.73616)
F (-1.66740, -0.93569, 1.23297)
F (-2.23860, -0.76889, -0.88930)
S (0.75358, -1.16481, -0.25664)
H (-0.42038, 1.02205, 1.13104)
H (1.10050, 0.03534, -0.67252)

LUMO: -1.50 eV
total energy: -20421.6108 eV
spin multiplicity: 1
energy above the lowest of the compared OMol25 structures with the same formula, charge and spin: 47.3 kcal per mole
HOMO-LUMO gap: 8.616 eV
HOMO level: -10.119 eV
molar mass: 112.10 g mol⁻¹

List of Löwdin charges in e, atom by atom:
1. C -0.3652
2. C -0.4538
3. O 0.0671
4. F 0.0705
5. F 0.1185
6. S 0.6573
7. H 0.1136
8. H -0.2080